Record 1
47
Properties=species:S:1:pos:R:3:forces:R:3:nbo_charge:R:1 method="wB97M-V/def2-TZVPD" total_charge=+2 e_tot_ha=-3609.365219 de_lowest_kcal_mol=13.8 spin_multiplicity=5 e_lumo_ev="-7.469 / -7.365" orbital_gap_ev="6.76 / 6.97" s2=6.13
C -4.64516 -1.81731 -3.15541 -0.8 0.3 -0.1 -0.8252
C -3.30141 -2.14070 -2.83375 5.8 -2.8 0.4 0.9466
H -5.09288 -2.55156 -3.84610 0.4 0.0 0.2 0.3368
H -4.63036 -0.82014 -3.61993 -0.1 -0.1 0.2 0.3381
H -5.20368 -1.79859 -2.20777 0.0 0.1 -0.2 0.3381
O -2.24898 -2.65816 -2.76395 -5.3 2.7 -0.3 -0.2901
I -3.09623 0.39061 -1.00427 -3.3 -1.0 -2.1 -0.1094
Mn -1.03169 0.61965 0.00069 2.4 1.5 2.0 0.5600
P -1.28761 -1.10181 1.60495 -0.1 -0.6 1.0 0.9064
C 0.12975 -2.21201 1.87457 0.3 -0.1 0.0 -0.9450
C -1.63843 -0.27099 3.18680 0.0 0.0 0.2 -0.9384
H -1.94248 -1.02410 3.92511 0.1 0.2 -0.1 0.2515
H -2.63759 -2.87743 2.50180 0.0 0.1 -0.3 0.2605
H -2.44791 0.45489 3.04300 0.2 -0.2 0.0 0.2807
H -3.56197 -1.93226 1.30145 0.1 0.0 0.1 0.2565
H 1.09091 -1.68777 1.96717 -0.4 -0.2 -0.1 0.2443
H -0.76204 0.28216 3.54363 -0.2 -0.1 -0.1 0.2564
C -2.58535 -2.36615 1.52902 -0.4 -0.1 -0.2 -0.9417
H -0.05545 -2.80746 2.78247 0.1 0.2 -0.3 0.2588
H -2.33727 -3.10623 0.76079 -0.1 0.1 0.1 0.2407
H 0.17502 -2.89662 1.01279 0.1 0.2 0.3 0.2513
P 0.15848 1.35007 -1.91396 0.6 0.5 -0.7 0.9101
C 1.79790 0.60926 -2.19199 0.3 -0.1 0.1 -0.9457
C -0.47459 1.19261 -3.60437 -0.3 0.0 -0.3 -0.9430
H -0.57114 3.61355 -1.49009 0.2 -0.1 -0.1 0.2813
H 0.76480 3.55265 -2.68378 0.0 0.0 0.2 0.2518
H 1.08349 3.37685 -0.92135 -0.2 -0.1 -0.2 0.2572
C 0.38912 3.14581 -1.73674 0.1 0.2 0.0 -0.9398
H -1.51572 1.51408 -3.68009 0.1 0.0 0.0 0.2566
H 0.14146 1.81238 -4.27191 -0.2 -0.2 0.2 0.2604
H 2.32114 1.18910 -2.96804 -0.1 -0.2 0.2 0.2587
H 1.63402 -0.41135 -2.57119 0.2 0.3 0.1 0.2518
H -0.39981 0.15080 -3.93246 0.0 0.1 0.0 0.2408
H 2.42043 0.55866 -1.28830 -0.3 0.0 -0.4 0.2423
Cl -1.92017 2.61942 1.01773 -0.1 -0.4 -0.3 -0.5272
S 0.61779 1.57693 1.33527 0.1 0.6 0.4 -0.0956
C 2.19163 0.96585 1.57020 1.1 -1.1 -0.2 0.3428
N 2.55797 0.13998 2.55981 -0.3 0.5 0.2 -0.5561
C 4.01279 0.02167 2.66222 0.5 -0.3 0.4 -0.2352
C 4.50482 0.82932 1.44963 0.8 -0.1 0.0 -0.2367
N 3.26463 1.28356 0.83635 -0.4 0.5 0.2 -0.5540
H 1.94153 -0.05091 3.34826 0.2 0.1 -0.5 0.4395
H 4.32708 -1.02179 2.59335 -0.1 0.1 0.0 0.2272
H 4.39096 0.40695 3.61732 -0.2 0.0 -0.2 0.2353
H 5.07677 0.19735 0.76866 -0.1 0.1 -0.1 0.2274
H 5.15758 1.66175 1.73475 -0.3 0.0 -0.1 0.2349
H 3.23786 2.03743 0.15762 -0.1 -0.3 0.3 0.4383

***

Record 2
16
Properties=species:S:1:pos:R:3:forces:R:3:nbo_charge:R:1 method="wB97M-V/def2-TZVPD" total_charge=-1 e_tot_ha=-627.909061 de_lowest_kcal_mol=27.8 spin_multiplicity=2 e_lumo_ev="3.538 / 3.508" orbital_gap_ev="2.54 / 6.62" s2=0.76
C -2.47915 0.82494 0.37219 -0.1 -0.7 0.2 -0.6153
C -2.03473 -0.41163 -0.40035 0.5 -0.2 -0.3 -0.5028
S -0.78134 -1.55401 0.31818 -0.4 1.0 0.5 -0.1398
H -3.07015 0.52408 1.24065 0.1 0.2 0.1 0.1914
H -1.63399 1.43245 0.67744 0.1 0.0 0.1 0.2271
H -3.12489 1.41798 -0.27625 0.0 0.1 0.0 0.1940
H -2.89680 -1.04688 -0.60627 0.0 0.1 -0.3 0.1915
H -1.54096 -0.09142 -1.31528 -0.3 0.0 -0.3 0.2200
N 2.55005 -1.12791 0.40576 -0.5 1.1 0.5 -0.9354
C 2.56685 0.26483 0.13373 0.1 1.0 0.6 -0.0382
N 1.70676 0.89177 -0.67394 -0.3 -0.9 -0.7 -0.9956
H 1.75580 -1.50937 -0.07846 0.4 -0.6 -0.5 0.3582
H 3.43947 -1.61125 0.23979 0.1 -0.3 -0.3 0.2861
H 3.25605 0.87917 0.74432 0.4 -0.6 -0.2 0.0786
H 2.14824 1.67191 -1.18727 -0.1 0.1 0.5 0.2891
H 0.13876 -0.55465 0.40576 -0.1 -0.3 0.0 0.1910

***

Record 3
17
Properties=species:S:1:pos:R:3:forces:R:3:nbo_charge:R:1 method="wB97M-V/def2-TZVPD" e_tot_ha=-346.926697 de_lowest_kcal_mol=62.0 smiles=C[C@@]12CC[C@@H]1O2.O e_lumo_ev=0.940 orbital_gap_ev=10.92
C -1.65376 -1.58021 0.34714 0.0 0.0 0.0 -0.6312
C -0.58479 -0.59889 -0.00362 -0.1 -0.3 0.0 0.2237
C 0.91651 -0.86777 -0.12291 0.1 -0.1 0.1 -0.4164
C 1.04707 0.41003 -1.00310 0.1 0.1 -0.1 -0.4334
O 1.29927 2.35550 1.48602 -0.1 0.1 0.0 -0.9576
C -0.47330 0.56189 -0.89881 -0.1 0.1 -0.3 0.0441
O -0.75240 0.73332 0.49892 0.0 0.0 0.2 -0.5286
H -1.58457 -2.47727 -0.27522 0.0 0.1 0.1 0.2200
H -1.52680 -1.88190 1.39365 0.0 0.0 -0.1 0.2232
H -2.64681 -1.13656 0.23754 0.1 0.0 0.0 0.2290
H 1.09941 -1.77621 -0.70490 0.0 0.1 0.1 0.2112
H 1.48157 -0.90658 0.81267 -0.1 0.0 -0.1 0.2149
H 1.43105 0.21951 -2.00757 -0.1 0.0 0.1 0.2116
H 1.59241 1.23152 -0.53275 0.0 -0.1 -0.2 0.2407
H 0.61786 1.66338 1.43502 0.1 0.1 0.0 0.4867
H -1.18138 1.00100 -1.59620 0.1 -0.1 0.1 0.2018
H 0.91866 3.04924 0.93413 0.1 0.0 0.2 0.4600

***

Record 4
16
Properties=species:S:1:pos:R:3:forces:R:3:nbo_charge:R:1 method="wB97M-V/def2-TZVPD" e_tot_ha=-234.592837 de_lowest_kcal_mol=6.1 smiles="C[C@@H]1C=CCC1" e_lumo_ev=1.200 orbital_gap_ev=10.30
C -0.91612 1.33808 -0.98639 0.0 0.1 0.0 -0.6094
C -0.47753 -0.12802 -0.74222 0.0 0.0 -0.1 -0.2619
C 1.04857 -0.30490 -0.52184 0.0 0.0 -0.1 -0.3875
C 1.24868 -0.44190 1.00332 0.1 0.0 0.0 -0.4432
C -0.12613 -0.82414 1.49346 -0.1 0.0 -0.1 -0.1907
C -1.05090 -0.67538 0.54912 0.1 0.0 0.1 -0.1855
H -1.57686 1.69898 -0.19057 0.1 -0.1 -0.1 0.2104
H -1.44897 1.45472 -1.93659 0.1 0.0 0.2 0.2107
H -0.04982 2.00930 -1.01206 -0.1 -0.1 0.0 0.2065
H -0.80369 -0.73304 -1.59741 0.1 0.1 0.1 0.2053
H 1.38857 -1.21929 -1.01915 -0.1 0.1 0.1 0.2066
H 1.62056 0.52398 -0.95180 -0.1 -0.1 0.1 0.2046
H 1.57380 0.50199 1.46100 0.0 -0.1 0.0 0.2064
H 2.00564 -1.19156 1.25912 -0.1 0.1 0.0 0.2106
H -0.32014 -1.14886 2.51228 0.0 0.0 -0.1 0.2086
H -2.11568 -0.85995 0.67970 0.2 0.0 0.0 0.2086

***

Record 5
14
Properties=species:S:1:pos:R:3:forces:R:3:nbo_charge:R:1 method="wB97M-V/def2-TZVPD" e_tot_ha=-270.520051 de_lowest_kcal_mol=23.7 smiles="CC1(C=O)CC1" e_lumo_ev=0.976 orbital_gap_ev=10.79
C -1.26669 -0.84972 -0.29919 -0.1 0.0 0.0 -0.6032
C 0.03324 -0.09503 -0.13637 0.0 -0.2 -0.1 -0.1799
C 0.03653 1.33833 0.35988 0.0 0.2 -0.1 -0.3933
C 0.53506 0.25526 1.24896 0.1 -0.1 0.2 -0.3986
C 1.09315 -0.40704 -1.13111 0.0 -0.1 -0.2 0.4533
O 0.96840 -1.17824 -2.05347 0.1 0.3 0.4 -0.5299
H -2.10311 -0.29226 0.13362 0.1 -0.1 0.0 0.2094
H -1.46945 -1.01837 -1.36015 0.0 0.1 0.1 0.2366
H -1.21625 -1.82787 0.18983 0.0 0.1 -0.1 0.2161
H 0.75896 2.03053 -0.06486 -0.1 -0.1 0.1 0.2189
H -0.93524 1.77652 0.56659 0.1 -0.1 0.0 0.2248
H -0.08866 -0.06846 2.07856 0.1 0.1 -0.2 0.2258
H 1.60351 0.19381 1.44089 -0.2 0.0 -0.1 0.2193
H 2.05054 0.14253 -0.97318 -0.1 -0.1 0.0 0.1006

***

Record 6
93
Properties=species:S:1:pos:R:3:forces:R:3:mulliken_charge:R:1 method="wB97M-V/def2-TZVPD" total_charge=-2 e_tot_ha=-6580.819846 de_lowest_kcal_mol=0.0 spin_multiplicity=5 e_lumo_ev=4.100 orbital_gap_ev=4.80 s2=6.01
Fe 0.59405 0.05143 0.23690 0.6 -0.3 0.7 2.3135
N 3.37726 -1.44241 -1.26929 0.0 -0.1 0.2 0.1913
C 3.17848 -0.30697 -1.89532 -0.2 0.2 0.0 -0.0885
N 4.08759 0.14794 -2.77935 0.1 -0.2 0.1 -0.8123
C 3.69574 1.18322 -3.48875 -0.2 0.2 -0.1 0.1028
N 4.56882 1.66575 -4.43077 0.0 0.1 0.0 -0.4761
N 2.50698 1.80700 -3.41270 0.3 -0.1 -0.1 -0.7966
C 1.74321 1.33909 -2.43440 -0.4 0.3 0.0 0.1438
N 2.01556 0.34920 -1.62019 0.3 -0.4 0.0 1.3766
C 0.44647 2.02967 -2.18141 0.3 0.0 -0.2 -0.2076
C -0.11992 2.88213 -3.11159 -0.1 0.1 0.0 -0.7361
C -1.31488 3.50199 -2.77648 0.1 0.0 -0.1 -0.8581
C -1.85900 3.28175 -1.52557 0.0 0.0 0.1 -1.0028
C -1.21070 2.41572 -0.66064 -0.1 0.0 0.0 -0.6700
N -0.09856 1.77882 -0.99932 -0.1 -0.1 0.1 1.2678
H 4.26614 -1.90284 -1.33754 0.0 0.0 0.0 0.3242
H 2.63242 -1.74827 -0.61579 0.1 0.0 -0.1 -0.4896
H 5.52899 1.40758 -4.27890 0.0 0.0 0.0 0.2591
H 4.40002 2.61907 -4.70309 0.0 0.0 0.0 0.2568
H 0.37176 3.03552 -4.06086 0.0 0.0 0.0 0.5490
H -1.80822 4.15504 -3.48519 0.0 0.0 0.0 0.3900
H -2.78184 3.75072 -1.21325 0.0 0.0 0.0 0.4713
H -1.58172 2.21339 0.33419 0.0 -0.1 0.0 0.3076
C 2.82216 3.03321 0.25490 0.0 0.0 0.0 -1.2662
C 1.89215 3.21434 1.42200 0.1 0.1 0.0 0.6446
C 2.03228 4.35610 2.25153 0.0 0.0 0.0 -1.0206
C 1.23035 4.48359 3.34205 0.0 0.0 0.0 -0.9724
C 0.29144 3.47313 3.64999 0.0 0.1 0.1 1.1060
C -0.51584 3.53277 4.80876 0.0 0.0 -0.1 -0.8920
C -1.37738 2.49807 5.06006 0.0 0.0 0.0 -0.7585
C -1.47048 1.40395 4.18939 -0.1 0.0 0.0 -0.8620
C -0.71430 1.29766 3.02891 0.0 0.1 0.0 1.0544
S -0.92452 -0.07000 1.99759 -0.3 0.1 0.1 -0.5715
C 0.20102 2.37649 2.75939 0.1 -0.1 -0.1 -0.9801
N 0.99141 2.29395 1.65129 0.0 -0.1 0.1 0.8880
H 3.77095 3.53917 0.44375 0.0 0.0 0.0 0.5659
H 2.39646 3.45039 -0.66401 0.0 0.0 0.0 0.1701
H 3.01360 1.97149 0.11547 0.0 0.0 0.0 -0.0381
H 2.78100 5.10085 2.00933 0.0 0.0 0.0 0.4884
H 1.31442 5.34184 4.00153 0.0 0.0 0.0 0.3406
H -0.42375 4.37964 5.47981 0.0 0.0 0.0 0.3273
H -1.99599 2.51272 5.95132 0.0 0.0 0.0 0.3522
H -2.15589 0.59575 4.41564 0.0 0.0 0.0 0.5186
O 1.76613 -4.45088 -0.37369 0.0 -0.1 -0.1 -0.6919
As 1.51884 -3.39224 1.05577 0.0 0.3 0.1 1.3707
O 0.57364 -4.15563 2.12518 0.0 0.0 0.0 -1.0063
O 1.11618 -1.98765 0.21169 0.0 0.1 0.0 -0.4582
C 3.41875 -3.25888 1.49853 0.0 -0.1 -0.1 -0.4861
C 4.18966 -4.38146 1.20599 0.1 0.0 -0.1 -0.5979
C 5.57147 -4.34870 1.34183 0.0 0.0 0.0 -0.5806
C 6.19631 -3.17864 1.75058 0.0 0.0 0.0 -0.5551
C 5.43283 -2.06297 2.06496 0.1 0.0 0.0 -0.6720
C 4.04924 -2.10283 1.95666 0.0 -0.1 0.2 0.3261
S 3.09820 -0.70771 2.57919 0.1 -0.1 -0.2 1.2297
O 2.00994 -1.35474 3.26827 -0.1 0.0 0.1 -0.6551
O 4.03261 0.04632 3.39356 0.0 0.0 0.0 -0.8193
O 2.68542 0.02767 1.37534 -0.1 0.2 -0.4 -0.5377
H 1.15973 -4.11158 -1.04593 0.0 0.0 0.0 0.3184
H 3.70511 -5.27912 0.84446 0.0 0.0 0.0 0.4684
H 6.15668 -5.23374 1.12056 0.0 0.0 0.0 0.3746
H 7.27559 -3.14064 1.84629 0.0 0.0 0.0 0.3598
H 5.88952 -1.15459 2.43529 0.0 0.0 0.0 0.4734
C -5.25044 1.43379 1.82260 0.0 0.0 0.0 -1.6347
C -5.01947 0.35367 0.79387 0.0 0.0 0.0 0.4111
C -6.03712 -0.56827 0.49929 0.0 0.0 0.0 -0.7851
C -5.74384 -1.60119 -0.38169 0.0 0.0 0.0 0.3388
C -6.80258 -2.62506 -0.72170 0.0 0.0 0.0 -1.6573
C -4.49129 -1.71588 -0.97068 0.0 0.0 0.0 -0.2036
C -3.42258 -0.78763 -0.73207 0.0 0.0 0.0 -0.3689
C -3.78986 0.24546 0.19442 0.0 0.1 0.0 0.6177
N -2.18152 -0.77582 -1.24481 -0.3 -0.1 -0.3 0.0977
C -1.86056 -1.72828 -2.31350 0.1 0.1 0.1 1.9835
C -2.74153 -1.54670 -3.56757 0.0 0.0 0.0 -1.9003
C -1.82636 -3.20999 -1.85629 0.0 0.0 0.0 -1.8132
C -0.43784 -1.40051 -2.77538 0.0 0.0 0.0 -1.7878
H -6.30290 1.72808 1.86549 0.0 0.0 0.0 0.4054
H -4.65394 2.32371 1.60668 0.0 0.0 0.0 0.3051
H -4.95878 1.09029 2.81959 0.0 0.0 0.0 0.2299
H -7.01236 -0.49680 0.97296 0.0 0.0 0.0 0.2102
H -7.67516 -2.51788 -0.07261 0.0 0.0 0.0 0.3656
H -6.42001 -3.64301 -0.60911 0.0 0.0 0.0 0.3306
H -7.14153 -2.52048 -1.75725 0.0 0.0 0.0 0.2754
H -4.34157 -2.56894 -1.61311 0.0 -0.1 0.0 0.1428
H -3.01821 0.93998 0.48761 0.0 0.0 0.0 0.3811
H -3.79623 -1.74348 -3.38415 0.0 0.0 0.0 0.3812
H -2.40310 -2.20737 -4.37528 0.0 0.0 0.0 0.4538
H -2.65156 -0.51156 -3.91089 0.0 0.0 0.0 0.3689
H -2.77356 -3.73338 -1.98083 -0.1 0.0 0.0 0.4220
H -1.55160 -3.25118 -0.80060 0.0 0.0 0.0 0.2923
H -1.07816 -3.77366 -2.42832 0.0 0.0 0.0 0.3805
H -0.38842 -0.36104 -3.10975 0.0 0.0 0.0 0.0709
H -0.13899 -2.04536 -3.61122 0.0 0.0 0.0 0.6350
H 0.26748 -1.55314 -1.95958 0.0 0.0 0.0 0.2795